{
  "formula": "C28H42N6O2ReS2",
  "method": "wB97M-V/def2-TZVPD",
  "relative_energy_kcal_mol": 0.0,
  "homo_lumo_gap_ev": [7.3, 7.1],
  "total_charge": 4,
  "energy_ev": -66514.7687,
  "multiplicity": 2,
  "e_lumo_ev": [-12.072, -12.241],
  "elements": ["Re", "O", "S", "C", "C", "C", "C", "S", "O", "C", "C", "C", "C", "C", "C", "C", "C", "C", "C", "C", "C", "H", "H", "H", "H", "H", "H", "H", "H", "H", "H", "H", "H", "H", "H", "H", "H", "H", "H", "C", "N", "C", "C", "N", "C", "C", "N", "C", "C", "N", "C", "N", "C", "C", "C", "N", "C", "H", "H", "H", "H", "H", "H", "H", "H", "H", "H", "H", "H", "H", "H", "H", "H", "H", "H", "H", "H", "H", "H", "H", "H"],
  "coordinates": [[0.680185, -0.057744, 0.234500], [-0.139464, 0.905587, -1.178664], [-0.307942, 2.359739, -1.883173], [-1.845533, 2.935197, -1.131841], [-3.122313, 2.099424, -1.196609], [-3.125313, 0.747187, -0.468090], [-2.854212, 0.892080, 1.028657], [-2.147519, -0.521546, 1.900280], [-0.915682, -0.906114, 0.919235], [-3.253040, -1.848223, 1.793373], [-3.734304, -2.377667, 0.589779], [-4.659256, -3.397970, 0.653075], [-5.102386, -3.871553, 1.891041], [-4.612276, -3.344371, 3.076632], [-3.669105, -2.329124, 3.038554], [-0.622478, 2.022944, -3.553054], [-1.542405, 1.068385, -4.002678], [-1.762476, 0.968413, -5.360581], [-1.093859, 1.818308, -6.245683], [-0.179782, 2.755577, -5.787106], [0.077591, 2.858724, -4.428129], [-1.987574, 3.886447, -1.657905], [-1.541970, 3.195516, -0.114571], [-3.404899, 1.943542, -2.237633], [-3.904262, 2.741298, -0.781255], [-2.395620, 0.077722, -0.922196], [-4.105557, 0.293961, -0.610981], [-3.755727, 1.130334, 1.600822], [-2.122968, 1.675096, 1.251960], [-3.381416, -2.016390, -0.365553], [-5.048232, -3.831874, -0.257956], [-5.836773, -4.665825, 1.923237], [-4.958149, -3.723046, 4.028491], [-3.278469, -1.910467, 3.957791], [-2.052307, 0.409312, -3.312913], [-2.463107, 0.238226, -5.742195], [-1.290612, 1.739800, -7.307041], [0.335938, 3.403249, -6.482722], [0.791108, 3.585291, -4.058258], [1.710422, 3.371646, 1.821075], [1.124920, 2.502866, 2.833688], [0.822616, 3.042907, 4.178805], [0.511619, 1.778818, 4.997055], [0.880252, 0.691524, 4.068344], [0.799832, -0.706327, 4.467763], [1.207753, 1.181969, 2.894286], [1.653549, 0.384146, 1.833501], [3.065474, -0.076750, 2.019501], [3.615619, -0.292389, 0.627082], [2.439493, -0.682944, -0.207327], [2.736840, -1.621790, -1.207393], [2.302853, -2.867878, -1.188462], [1.524258, -3.538202, -0.159028], [2.806503, -3.597067, -2.372798], [3.739263, -2.570209, -3.038732], [3.516168, -1.352094, -2.232581], [4.137030, -0.081529, -2.579091], [1.029965, 4.196705, 1.617361], [1.889193, 2.810848, 0.905672], [2.654467, 3.786380, 2.178453], [-0.011034, 3.740074, 4.131924], [1.699351, 3.575182, 4.549916], [-0.543583, 1.687418, 5.255653], [1.098312, 1.708774, 5.911140], [-0.161996, -0.884286, 4.947541], [1.590419, -0.940138, 5.180438], [0.891106, -1.347824, 3.594084], [3.072736, -1.001980, 2.598714], [3.640317, 0.671418, 2.566130], [4.372008, -1.076704, 0.614993], [4.061397, 0.620002, 0.229724], [1.595864, -2.995952, 0.782218], [1.934392, -4.535202, -0.006326], [0.479122, -3.632035, -0.456341], [1.972611, -3.892971, -3.008379], [3.332883, -4.492777, -2.048280], [3.481025, -2.373173, -4.077315], [4.789127, -2.857708, -2.989262], [4.055370, 0.064528, -3.654624], [5.192695, -0.078898, -2.306495], [3.621954, 0.732177, -2.073274]],
  "forces_ev_per_a": [[-0.01, 0.05, 0.02], [0.00, -0.03, 0.00], [0.00, 0.00, -0.02], [-0.03, 0.00, -0.01], [0.03, 0.00, -0.01], [0.00, -0.01, -0.01], [0.00, 0.01, 0.02], [0.06, 0.00, -0.04], [-0.05, -0.01, 0.03], [0.01, 0.02, 0.00], [-0.01, 0.00, 0.02], [0.00, -0.01, 0.00], [0.00, 0.00, -0.01], [0.00, 0.01, 0.01], [-0.02, -0.02, -0.02], [0.01, 0.01, 0.04], [0.01, 0.00, -0.01], [-0.01, 0.00, 0.01], [0.00, 0.00, 0.00], [0.01, 0.01, 0.01], [-0.01, -0.01, -0.03], [-0.01, 0.00, 0.01], [0.00, 0.00, -0.01], [-0.01, 0.00, 0.01], [0.01, 0.01, 0.01], [0.00, -0.02, 0.00], [0.00, 0.00, 0.00], [0.00, 0.00, 0.00], [-0.01, 0.01, 0.00], [0.00, 0.00, -0.01], [0.00, 0.00, 0.00], [0.00, 0.00, 0.00], [0.00, 0.00, 0.00], [0.01, 0.00, 0.00], [0.00, 0.00, 0.00], [0.00, 0.00, 0.00], [0.00, 0.00, 0.00], [0.00, 0.00, 0.00], [0.00, 0.00, 0.00], [0.00, -0.02, 0.01], [-0.01, 0.02, 0.03], [0.00, 0.00, -0.01], [0.01, 0.01, 0.01], [-0.02, 0.01, 0.03], [0.00, -0.01, 0.00], [0.02, 0.03, -0.05], [0.02, -0.03, 0.02], [0.00, -0.02, -0.02], [0.01, 0.01, 0.03], [0.00, -0.01, -0.03], [0.01, 0.01, 0.04], [0.01, 0.01, -0.01], [0.00, -0.01, 0.00], [-0.01, 0.00, 0.01], [0.02, 0.00, 0.00], [-0.05, -0.02, -0.03], [0.02, 0.00, 0.01], [0.00, 0.00, -0.01], [0.00, 0.01, 0.00], [0.00, 0.00, 0.00], [0.00, 0.00, 0.00], [0.00, 0.00, 0.00], [0.00, 0.00, -0.01], [0.00, -0.01, 0.00], [0.00, 0.00, 0.00], [0.00, 0.00, 0.00], [0.00, 0.00, 0.01], [0.00, 0.00, 0.00], [0.00, 0.01, -0.01], [-0.01, -0.01, 0.00], [0.00, 0.00, 0.00], [-0.01, 0.01, 0.00], [0.00, 0.00, 0.00], [0.00, -0.01, 0.00], [0.00, 0.01, 0.00], [0.00, 0.00, 0.00], [0.00, 0.00, 0.00], [0.01, 0.01, 0.00], [0.00, 0.00, 0.00], [0.00, 0.00, 0.00], [0.01, 0.00, -0.01]],
  "mulliken_spin": [0.96, 0.03, 0.00, 0.00, 0.00, 0.00, 0.00, 0.03, -0.05, 0.00, 0.00, 0.00, 0.00, 0.00, 0.00, 0.00, 0.00, 0.00, 0.00, 0.00, 0.00, 0.00, 0.00, 0.00, 0.00, 0.00, 0.00, 0.00, 0.00, 0.00, 0.00, 0.00, 0.00, 0.00, 0.00, 0.00, 0.00, 0.00, 0.00, 0.00, 0.00, 0.00, 0.00, 0.00, 0.00, 0.03, 0.06, 0.00, 0.00, -0.14, 0.04, -0.01, 0.01, 0.00, 0.00, 0.00, 0.00, 0.00, 0.00, 0.00, 0.00, 0.00, 0.00, 0.00, 0.00, 0.00, 0.00, 0.00, 0.00, 0.00, 0.00, 0.00, 0.00, 0.00, 0.00, 0.00, 0.00, 0.00, 0.00, 0.00, 0.00]
}

{
  "formula": "C26H27BCl2F7IrN2O5S",
  "method": "wB97M-V/def2-TZVPD",
  "relative_energy_kcal_mol": 25.1,
  "homo_lumo_gap_ev": 6.8,
  "energy_ev": -99043.8795,
  "e_lumo_ev": -1.055,
  "elements": ["Ir", "C", "C", "C", "C", "C", "C", "C", "N", "C", "C", "C", "C", "C", "C", "C", "N", "C", "C", "C", "C", "H", "H", "H", "H", "H", "H", "H", "H", "H", "H", "H", "H", "H", "H", "H", "H", "H", "H", "H", "H", "H", "H", "H", "H", "Cl", "C", "C", "C", "Cl", "C", "O", "C", "C", "O", "C", "H", "H", "H", "F", "C", "F", "F", "S", "O", "O", "O", "F", "B", "F", "F", "F"],
  "coordinates": [[-0.287206, 0.523652, 0.289798], [-0.427891, -6.385016, 0.431291], [-1.201563, -5.560532, 1.469798], [-0.724314, -5.956239, 2.866625], [-2.702850, -5.863232, 1.358193], [-0.978149, -4.081413, 1.185725], [-1.363485, -3.536367, -0.037308], [-1.151616, -2.203729, -0.305511], [-0.581101, -1.404269, 0.596456], [-0.263012, -1.875080, 1.811502], [-0.424505, -3.211839, 2.117788], [0.141286, -0.833863, 2.771475], [0.450378, -1.062173, 4.098604], [0.702154, 0.006437, 4.951055], [0.617246, 1.285227, 4.403242], [0.313510, 1.453302, 3.072350], [0.099422, 0.409962, 2.268121], [1.032647, -0.174200, 6.426429], [1.075573, -1.647578, 6.829845], [-0.043671, 0.534867, 7.261466], [2.404457, 0.454677, 6.708159], [-0.583873, -7.449046, 0.616572], [0.642479, -6.180365, 0.487743], [-0.759725, -6.169797, -0.584557], [-0.897122, -7.022457, 3.016095], [-1.270001, -5.422422, 3.647361], [0.344429, -5.773932, 2.996508], [-2.880825, -6.918359, 1.571992], [-3.084272, -5.655905, 0.358205], [-3.276471, -5.266488, 2.069224], [-1.830981, -4.143291, -0.799054], [-1.429236, -1.741646, -1.239337], [-0.148236, -3.557336, 3.100958], [0.473503, -2.076718, 4.462983], [0.777434, 2.165496, 5.008941], [0.228463, 2.428497, 2.616081], [0.110488, -2.136110, 6.681532], [1.321508, -1.722296, 7.889511], [1.837860, -2.198320, 6.274832], [-1.032241, 0.119479, 7.059941], [-0.079108, 1.604200, 7.052525], [0.173245, 0.407761, 8.323317], [3.185917, -0.029296, 6.119691], [2.651205, 0.339365, 7.764784], [2.416584, 1.519956, 6.476822], [1.119016, 0.913447, -7.222516], [0.583250, 0.788899, -5.572177], [-0.478330, 1.573433, -5.132892], [-0.892430, 1.484923, -3.827188], [-2.186676, 2.498495, -3.290846], [-0.291200, 0.613103, -2.877354], [-0.767692, 0.674780, -1.668800], [0.763662, -0.198241, -3.371063], [1.476906, -1.241744, -2.633063], [1.203306, -1.724840, -1.557049], [1.193222, -0.073044, -4.702987], [-0.968451, 2.262801, -5.805929], [2.380844, -1.598426, -3.167029], [2.016136, -0.687713, -5.045737], [3.277732, 3.948266, 0.602027], [3.185411, 2.630950, 0.722423], [2.891718, 2.331724, 1.989507], [4.345218, 2.071155, 0.407219], [1.877925, 2.004610, -0.409523], [2.360326, 2.279765, -1.714171], [0.606025, 2.605563, 0.041944], [1.755766, 0.555383, -0.039889], [-2.665663, -0.657794, 2.425364], [-3.015078, 0.590804, 1.925607], [-2.473014, 1.612063, 2.674534], [-4.334510, 0.721437, 1.646732], [-2.304548, 0.681155, 0.555561]],
  "forces_ev_per_a": [[0.50, 0.26, 0.09], [0.00, -0.01, 0.00], [0.00, 0.01, 0.00], [0.00, 0.00, 0.01], [0.00, 0.00, 0.00], [-0.01, 0.00, 0.00], [-0.01, 0.00, 0.00], [0.05, -0.06, 0.03], [-0.29, -0.02, -0.06], [0.04, -0.04, -0.01], [0.00, 0.01, 0.00], [0.06, -0.01, 0.01], [0.01, 0.00, -0.01], [0.00, -0.01, 0.00], [0.00, 0.00, 0.02], [0.01, -0.04, -0.04], [0.03, 0.04, 0.05], [0.00, 0.00, -0.01], [0.00, 0.00, 0.01], [0.00, 0.00, 0.00], [0.00, 0.00, 0.00], [0.00, 0.00, 0.00], [0.00, 0.00, 0.00], [0.00, 0.00, 0.00], [0.00, 0.00, 0.00], [0.00, 0.00, 0.00], [0.00, 0.00, 0.00], [0.00, 0.00, 0.00], [0.00, 0.00, 0.00], [0.00, 0.00, 0.00], [0.00, 0.00, 0.00], [0.02, 0.02, -0.03], [0.00, -0.01, 0.00], [0.00, 0.00, 0.01], [0.00, 0.00, 0.00], [-0.01, 0.00, 0.01], [0.00, 0.00, 0.00], [0.00, 0.00, 0.00], [0.00, 0.00, 0.00], [0.00, 0.00, 0.00], [0.00, 0.00, 0.00], [0.00, 0.00, 0.00], [0.00, 0.00, 0.00], [0.00, 0.00, 0.00], [0.00, 0.00, 0.00], [0.00, 0.00, 0.01], [-0.01, 0.02, -0.02], [-0.01, 0.01, -0.02], [0.02, -0.01, 0.01], [-0.01, 0.01, -0.01], [0.23, 0.16, 0.01], [-0.25, -0.35, 0.06], [-0.08, 0.00, -0.10], [0.26, 0.10, 0.19], [-0.16, -0.02, -0.04], [-0.04, -0.01, 0.02], [0.00, 0.00, 0.00], [-0.07, -0.06, -0.05], [0.00, 0.00, 0.00], [0.02, 0.03, 0.00], [-0.05, 0.00, 0.07], [0.01, 0.01, -0.01], [0.00, 0.00, 0.00], [-0.02, 0.01, -0.09], [-0.04, 0.10, 0.07], [-0.09, -0.18, -0.09], [0.09, -0.10, -0.10], [-0.08, 0.05, 0.00], [0.01, -0.01, 0.02], [-0.05, 0.04, 0.02], [-0.02, 0.00, 0.00], [-0.08, 0.02, -0.05]],
  "mulliken_charge": [2.51, -1.63, 1.97, -2.12, -1.59, 0.18, -0.59, -1.25, -0.05, -0.12, -0.62, 0.69, -0.55, 0.23, -0.40, -1.24, 0.21, 1.92, -2.13, -1.60, -1.64, 0.46, 0.38, 0.33, 0.43, 0.42, 0.42, 0.45, 0.33, 0.38, 0.51, 0.60, 0.61, 0.60, 0.55, 0.75, 0.42, 0.43, 0.42, 0.39, 0.33, 0.45, 0.38, 0.45, 0.33, -0.24, 0.18, -0.71, 0.47, -0.22, -0.62, -0.39, 1.93, -0.43, -0.36, -1.32, 0.45, 0.24, 0.36, -0.21, 0.50, -0.17, -0.21, 0.96, -0.48, -0.66, -0.88, -0.29, 0.09, -0.34, -0.32, -0.32]
}

{
  "formula": "C24H19BrN2O3",
  "method": "wB97M-V/def2-TZVPD",
  "smiles": "Cc1ccc(-c2c(Br)c(=O)c3cc([N+](=O)[O-])ccc3n2[C@H](C)c2ccccc2)cc1",
  "relative_energy_kcal_mol": 139.0,
  "homo_lumo_gap_ev": 7.7,
  "energy_ev": -104356.4220,
  "e_lumo_ev": -0.833,
  "elements": ["O", "O", "O", "Br", "C", "C", "C", "C", "C", "C", "C", "C", "C", "C", "C", "C", "C", "C", "C", "C", "C", "C", "C", "C", "C", "N", "N", "C", "C", "C", "H", "H", "H", "H", "H", "H", "H", "H", "H", "H", "H", "H", "H", "H", "H", "H", "H", "H", "H"],
  "coordinates": [[-0.711187, -4.412611, -0.771917], [5.318590, -3.618008, -2.293893], [4.361648, -5.397738, -1.476627], [-2.861018, -3.140936, 0.925893], [-0.238416, -3.347963, -0.449768], [-1.272282, -2.402908, 0.093913], [-1.027367, -1.094282, -0.073632], [2.395917, 3.370725, 1.615253], [2.300042, 2.044279, 1.955708], [1.729597, 3.889096, 0.557605], [-3.214653, -0.122643, -0.380352], [-2.179194, 0.308902, 1.746766], [2.685139, -0.975595, -0.758494], [3.727501, -1.915181, -0.900603], [2.120106, -3.823997, -1.013250], [-4.353029, 0.491868, 0.121213], [-3.294805, 1.060662, 2.159599], [1.558820, 1.164874, 1.132104], [1.218836, 3.056948, -0.397706], [-2.089892, -0.151573, 0.386744], [1.101108, -2.828750, -0.857300], [1.368051, -1.450561, -0.753142], [3.439489, -3.332338, -1.069896], [-4.437907, 1.159487, 1.409317], [1.004793, 1.675669, -0.040786], [0.176041, -0.624548, -0.655760], [4.429499, -4.156378, -1.630181], [-5.563490, 2.044727, 1.892755], [0.865144, 0.911634, -2.439785], [0.256387, 0.818238, -1.057468], [2.974196, 4.107188, 2.213981], [2.916371, 1.780448, 2.752899], [1.814470, 4.949278, 0.471244], [-3.278293, -0.599316, -1.305110], [-1.336843, 0.337054, 2.450227], [3.007140, 0.010349, -0.437921], [4.765915, -1.557666, -0.913772], [1.814684, -4.851094, -0.998797], [-5.197911, 0.615490, -0.615620], [-3.403065, 1.469074, 3.244939], [1.502270, 0.142340, 1.338088], [0.947230, 3.429796, -1.454556], [-5.299384, 2.742804, 2.713740], [-6.433951, 1.397727, 2.111892], [-5.987710, 2.753196, 1.113371], [1.967742, 0.829269, -2.387243], [0.409542, 0.116507, -3.022574], [0.760933, 1.866482, -2.973783], [-0.756805, 1.259973, -1.277315]],
  "forces_ev_per_a": [[1.39, -1.68, -0.06], [-0.76, -0.28, 0.71], [-0.22, 2.17, -0.07], [1.23, 0.46, -0.62], [-2.95, 0.86, -1.27], [1.53, -0.25, 0.44], [0.50, 0.48, 0.41], [0.45, 0.55, 2.15], [-0.39, 0.04, -1.66], [0.47, 0.70, -1.36], [-1.56, 1.40, 1.59], [0.45, 1.34, -1.07], [1.64, -1.42, 0.51], [-1.14, -0.91, -0.44], [0.25, 2.82, 0.62], [-1.89, 1.85, -0.02], [0.17, -0.53, 2.48], [0.26, 2.45, -0.05], [-1.52, -1.20, -1.23], [0.81, -0.38, 2.28], [0.73, -1.32, 1.43], [-2.51, 0.25, -0.16], [-2.09, 2.33, -0.15], [0.63, -0.18, -2.55], [0.23, 1.12, -0.80], [0.80, 0.53, 0.46], [2.37, -2.79, -0.75], [-1.34, 0.47, -1.19], [1.55, 0.12, -0.57], [-0.31, 0.39, 0.04], [-0.42, -0.91, -0.13], [0.52, -1.16, 1.35], [-0.14, 0.58, -0.71], [0.12, -0.61, -1.46], [-0.14, -0.55, -0.59], [-0.50, 0.00, -0.58], [-0.55, -0.39, -0.01], [0.21, -0.38, -0.31], [0.69, -0.31, 1.10], [0.79, -0.67, -2.01], [-0.26, -1.33, 0.50], [0.09, -0.55, 2.05], [-0.01, -0.98, -0.18], [0.34, 0.45, 0.47], [0.79, -0.95, 0.43], [-0.52, -0.51, -0.22], [0.27, -0.01, -0.39], [-0.62, -0.20, 0.45], [0.57, -0.93, 1.13]],
  "nbo_charge": [-0.54, -0.37, -0.38, 0.10, 0.49, -0.18, 0.18, -0.21, -0.22, -0.20, -0.20, -0.17, -0.30, -0.12, -0.09, -0.19, -0.20, -0.18, -0.21, -0.09, -0.20, 0.31, -0.01, -0.02, -0.04, -0.43, 0.49, -0.64, -0.62, -0.06, 0.21, 0.22, 0.21, 0.22, 0.23, 0.25, 0.25, 0.27, 0.21, 0.21, 0.21, 0.22, 0.23, 0.23, 0.23, 0.22, 0.23, 0.22, 0.25]
}